1.
Density functional theory data (wB97M-V/def2-TZVPD) for the molecule CHNO3.

Computed properties:
- SMILES = O=CON=O
- relative energy (zero: lowest compared OMol25 entry of this formula, charge and spin) (eV) = 1.4506
- spin multiplicity = 1

```
6
Properties=species:S:1:pos:R:3:forces:R:3:mulliken_charge:R:1
O 1.449785 -0.464104 -0.567399 -0.564 0.512 -0.162 -0.44
C 0.607495 0.376113 -0.641882 -0.562 1.847 -0.142 0.28
O -0.601327 0.475063 -0.005986 -0.267 0.012 0.138 -0.33
N -1.256960 -0.400422 1.131952 0.933 -0.851 -0.328 0.42
O -0.775994 -1.420806 1.292719 -0.302 0.722 -0.098 -0.18
H 0.577002 1.434157 -1.209405 0.762 -2.243 0.592 0.25
```
Positions in Å, forces in eV/Å.


2.
Density functional theory data (wB97M-V/def2-TZVPD) for a cluster of 2 separate species, C10H16B2F7I2N3O2 in total.

Computed properties:
- relative energy (zero: lowest compared OMol25 entry of this formula, charge and spin) (eV) = 0.0000
- spin multiplicity = 1

```
42
Properties=species:S:1:pos:R:3:forces:R:3:mulliken_charge:R:1
C 0.721583 -2.052744 2.421597 0.306 -0.626 0.484 -1.06
C 1.724120 -2.899791 1.634377 -0.367 0.299 -0.532 -0.28
I 1.121377 -4.957084 1.593879 0.133 -0.152 0.915 0.08
C 2.090982 -2.383907 0.192506 -0.276 -0.624 0.364 -1.19
I 1.500995 -3.634108 -1.454661 0.086 0.533 -0.588 0.21
N 1.720808 -1.008528 -0.082388 -0.122 0.955 -0.060 0.44
C 2.656301 -0.055167 -0.045865 -0.011 -0.261 0.012 -0.26
N 2.110116 1.112544 -0.337066 -0.133 -0.639 0.205 0.10
C 0.766482 0.913597 -0.574452 -0.285 -0.434 0.058 0.59
C -0.025006 2.110040 -0.957020 0.266 0.223 -0.577 -1.40
O -1.406858 2.033437 -0.651877 0.129 -0.166 0.176 -0.33
C -1.718214 2.516122 0.575045 -0.315 -0.105 -0.331 0.90
F -1.193360 1.745208 1.541351 0.301 -0.194 0.403 -0.28
F -1.306176 3.748139 0.764818 0.277 0.456 0.138 -0.23
F -3.031830 2.479991 0.700788 -0.441 -0.071 0.007 -0.25
C 0.480092 -0.419568 -0.430629 0.611 0.157 0.325 -0.10
B -0.917462 -1.180578 -0.681844 -0.174 -0.094 -0.298 0.47
O -1.294981 -1.249034 -2.012739 0.229 -0.249 0.358 -0.53
N -1.778149 -1.712007 0.366066 -0.259 0.054 -0.361 0.03
C -3.054638 -0.940912 0.242903 0.473 0.097 0.091 -0.96
C -2.096273 -3.141323 0.163993 0.115 -0.099 0.106 -0.87
H 1.024538 -2.091120 3.464578 0.029 0.007 0.152 0.40
H 0.713151 -1.007608 2.138219 -0.140 0.103 -0.185 0.21
H -0.264273 -2.490471 2.386255 -0.355 0.340 -0.275 0.29
H 2.653814 -2.926420 2.186249 0.243 -0.039 -0.056 0.61
H 3.169564 -2.414721 0.143951 0.176 0.013 -0.211 0.69
H 3.682029 -0.251672 0.196192 0.210 0.144 -0.048 0.44
H 2.583774 2.007844 -0.388228 -0.027 0.174 -0.078 0.26
H 0.479236 2.975946 -0.529755 -0.336 0.323 -0.037 0.70
H 0.047644 2.232740 -2.033267 -0.118 0.172 -0.160 0.35
H -0.906266 -2.026692 -2.429304 -0.026 0.210 -0.427 0.33
H -3.626758 -1.277646 -0.618236 -0.191 -0.083 -0.071 0.43
H -3.622370 -1.049043 1.159808 -0.142 -0.044 0.099 0.34
H -2.853122 0.112621 0.088592 0.025 0.175 0.092 0.10
H -1.788962 -3.528229 -0.809291 0.025 0.023 -0.143 0.24
H -1.632167 -3.772287 0.916347 0.145 0.019 0.147 0.12
H -3.166533 -3.300876 0.230178 -0.187 0.016 0.062 0.44
B 1.284101 5.584060 -1.822401 -0.199 0.401 -0.134 0.53
F 1.898308 4.362192 -1.393106 0.361 -0.760 0.312 -0.40
F 2.251703 6.395821 -2.404289 0.023 -0.062 0.007 -0.36
F 0.286433 5.243672 -2.749767 -0.047 -0.119 0.000 -0.40
F 0.716250 6.197561 -0.701507 -0.015 -0.070 0.056 -0.39
```
Positions in Å, forces in eV/Å.


3.
Density functional theory data (wB97M-V/def2-TZVPD) for a cluster of 2 separate species, C6H10N2 in total.

Computed properties:
- SMILES = c1ccncc1.CN
- relative energy (zero: lowest compared OMol25 entry of this formula, charge and spin) (eV) = 3.7028
- spin multiplicity = 1

```
18
Properties=species:S:1:pos:R:3:forces:R:3:mulliken_charge:R:1
C -1.244614 -0.586730 -0.549728 -2.704 2.271 1.571 -0.25
C 0.014569 -0.615180 -0.980779 5.791 -0.593 -2.960 -0.14
C 0.346403 -0.026827 -2.278360 -2.327 -0.339 2.570 -0.20
N -0.673869 0.541299 -2.961897 7.047 -0.392 -2.545 -0.50
C -1.882555 0.600938 -2.653320 -3.628 -0.109 2.546 -0.32
C -2.214372 0.090003 -1.363632 -1.799 -0.227 2.817 -0.02
H -1.443921 -0.653633 0.583508 -0.002 -0.622 -2.047 0.23
H 0.961529 -1.085522 -0.489467 -2.161 0.823 -0.266 0.31
H 1.426620 0.065129 -2.544912 -1.294 0.010 -0.350 0.32
H -2.482184 1.161937 -3.414794 -0.290 -0.739 1.270 0.35
H -3.150195 0.255680 -0.653146 1.384 -0.086 -2.581 0.20
C 1.995152 -0.300567 2.558650 -1.789 -0.185 2.104 -0.60
N 1.016874 0.790667 2.428241 -3.600 -0.627 -0.543 -0.59
H 2.708704 0.182916 3.332960 -0.695 -2.033 -1.023 0.21
H 1.280346 -1.251235 2.876524 2.992 1.729 -0.518 0.24
H 2.452754 -0.457008 1.609969 0.731 -0.463 -0.446 0.25
H 0.682667 0.902842 1.359890 0.356 -0.644 3.507 0.24
H 0.206091 0.385290 3.140295 1.989 2.226 -3.106 0.27
```
Positions in Å, forces in eV/Å.


4.
Density functional theory data (wB97M-V/def2-TZVPD) for a cluster of 7 separate species, CH15NO6 in total.

Computed properties:
- SMILES = C=N.O.O.O.O.O.O
- relative energy (zero: lowest compared OMol25 entry of this formula, charge and spin) (eV) = 2.3672
- spin multiplicity = 1

```
23
Properties=species:S:1:pos:R:3:forces:R:3:mulliken_charge:R:1
C -2.212643 -2.037984 0.385685 -1.086 1.249 -1.271 -0.30
N -1.405294 -1.073547 0.381963 0.981 -0.927 1.642 -0.41
H -2.540721 -2.661280 1.201836 0.714 0.078 0.957 0.25
H -2.876881 -2.163609 -0.438219 -0.316 -0.605 -1.238 0.29
H -1.188833 -0.591127 -0.480766 -0.818 0.082 -0.422 0.24
O -1.573652 0.693038 -2.039239 -0.382 0.254 0.019 -0.60
H -2.129325 1.459141 -1.866786 0.015 0.070 0.450 0.29
H -1.607459 0.668933 -2.994646 0.411 -0.322 -0.449 0.30
O 0.024797 1.607566 2.033332 0.973 -1.534 -0.377 -0.67
H 0.439446 0.695107 2.140384 -0.977 1.387 0.085 0.36
H -0.148987 1.920146 2.920726 0.053 -0.037 0.263 0.30
O 0.136599 -1.449114 2.578582 0.145 1.344 1.359 -0.69
H 0.732677 -2.169046 2.382357 -0.658 -0.425 -0.461 0.29
H -0.742663 -1.363118 2.153192 1.192 -0.683 -0.607 0.37
O 1.852111 2.417254 -0.517416 -0.501 0.882 1.295 -0.64
H 1.503797 1.897213 0.222083 -0.002 -0.597 -0.251 0.31
H 1.618250 3.280213 -0.123873 0.405 -0.081 -0.677 0.30
O 1.630143 1.696771 -3.141676 -0.645 1.051 0.431 -0.64
H 2.270107 1.230998 -2.616811 0.643 -0.707 0.077 0.28
H 1.357603 2.326249 -2.433438 -0.041 -0.539 -0.821 0.39
O 2.004503 -1.969579 -0.015278 -0.538 -0.217 0.270 -0.63
H 1.244515 -1.582034 0.431674 0.014 0.815 0.178 0.28
H 1.611913 -2.832191 -0.163665 0.418 -0.537 -0.452 0.34
```
Positions in Å, forces in eV/Å.


5.
Density functional theory data (wB97M-V/def2-TZVPD) for a cluster of 7 separate species, C16H31N3O12 in total.

Computed properties:
- spin multiplicity = 1
- charge = -2

```
62
Properties=species:S:1:pos:R:3:forces:R:3:mulliken_charge:R:1
N -15.867390 -26.860001 9.020810 -0.647 -0.335 -1.021 0.59
H -15.753001 -27.450781 8.195362 0.069 0.512 -0.564 -0.04
H -15.446899 -27.306001 9.817869 0.065 0.747 -0.131 0.36
H -16.915276 -26.814570 9.103437 -1.395 0.420 0.231 0.34
H -15.567300 -25.892392 8.833251 0.160 -0.218 -0.389 -0.04
C -16.533711 -22.336709 8.222773 0.000 -0.814 0.976 -1.11
C -16.278623 -23.671351 7.475348 -0.300 -0.262 -2.164 0.62
O -15.233991 -24.355146 7.708762 1.085 0.145 1.578 -0.86
O -17.068317 -23.969875 6.568309 -0.195 0.862 0.537 -0.67
H -17.599348 -22.290188 8.448225 -0.047 0.166 -0.216 0.33
H -16.215842 -21.441338 7.688660 0.019 -0.173 -0.279 0.28
H -16.018244 -22.370089 9.187208 0.152 0.160 0.001 0.21
C -15.321759 -29.708295 5.891951 -1.003 0.336 0.040 -1.06
C -16.436307 -28.749298 6.335968 -1.669 2.781 0.804 0.67
O -17.472541 -29.168871 6.926974 0.541 -2.058 -0.134 -0.74
O -16.291485 -27.501396 6.212319 1.575 -1.164 -0.743 -0.64
H -15.132986 -29.611661 4.822551 0.033 0.053 0.004 0.30
H -15.728093 -30.692819 6.124352 0.698 -0.254 0.079 0.35
H -14.442895 -29.373160 6.442532 0.181 -0.520 0.010 0.16
C -19.459755 -26.955659 10.060489 1.941 1.260 -0.900 -0.60
O -18.577096 -26.355259 9.164171 -0.015 -0.751 1.055 -0.77
H -19.689454 -26.263960 10.891197 -0.804 0.248 0.129 0.23
H -20.359797 -27.297129 9.531532 -0.441 -0.264 0.361 0.17
H -19.001260 -27.778819 10.644978 -0.102 -0.751 -0.091 0.01
C -17.616340 -30.321106 9.817439 -0.892 -0.322 -1.825 -0.68
N -16.773681 -29.700481 10.813618 -1.322 -0.178 0.495 0.97
O -17.136408 -29.974345 11.952183 1.219 0.638 0.408 -0.62
O -15.855534 -28.987001 10.473461 0.104 -0.884 0.992 -0.59
H -18.666266 -30.074102 9.969047 0.173 0.337 0.551 0.29
H -17.536844 -31.396626 9.966486 0.263 0.015 -0.219 0.28
H -17.406058 -29.949786 8.808192 0.403 -0.229 -0.118 0.24
C -12.043478 -25.432960 11.728338 0.981 -0.578 0.821 -1.80
C -12.693139 -26.502468 10.875236 -1.122 0.259 0.227 0.86
C -12.363286 -27.893267 11.389825 -0.021 -1.007 -0.195 -0.82
O -12.318762 -28.830483 10.320446 0.091 0.329 -0.821 -0.34
C -12.499463 -30.203504 10.646078 -0.492 1.527 0.598 -0.68
N -14.175848 -26.239103 10.941715 2.019 -0.325 0.818 -0.53
H -12.371383 -24.409158 11.557237 0.320 -0.151 -0.734 0.44
H -10.964281 -25.602239 11.664797 0.154 0.751 0.026 0.43
H -12.298634 -25.551894 12.787623 -0.081 -0.517 0.058 0.39
H -12.335070 -26.492210 9.843466 -0.123 0.306 -0.059 0.00
H -13.115664 -28.246940 12.103072 -0.086 0.204 0.229 0.33
H -11.389252 -27.887476 11.891348 0.118 0.010 0.134 0.41
H -13.477465 -30.281482 11.130291 0.012 -0.369 0.197 0.23
H -11.701894 -30.481818 11.339382 0.021 -0.595 -0.103 0.30
H -12.542941 -30.771151 9.720452 0.363 0.006 0.034 0.25
H -14.363099 -26.586854 11.879931 -0.667 0.116 0.016 0.28
H -14.165313 -25.230600 11.049296 -0.871 0.155 -0.319 0.18
C -9.990500 -23.562701 6.959327 1.594 -0.626 -0.130 -0.90
C -9.046109 -23.227706 7.825993 1.687 1.441 0.396 0.32
C -9.312926 -22.827453 9.226704 -2.024 -0.830 1.576 0.76
O -8.437077 -22.371882 9.955350 -0.039 -0.094 -0.711 -0.69
C -10.689661 -23.148752 9.693163 0.508 1.434 -1.159 -0.75
C -11.649311 -23.487369 8.790911 -1.873 -1.372 1.411 0.57
C -11.393593 -23.722012 7.338265 1.305 0.556 -1.550 0.73
O -12.197436 -23.911229 6.457127 -0.625 -0.217 1.076 -0.46
O -12.900770 -23.764720 9.214422 1.670 0.277 -0.320 -0.30
O -7.731689 -23.014398 7.500280 -0.707 -0.551 -0.540 -0.61
H -9.575159 -23.811746 5.990974 -0.800 0.023 -0.389 0.39
H -11.015644 -22.818451 10.668966 0.263 -0.333 0.186 0.50
H -13.364510 -24.311812 8.543297 -1.294 0.643 -0.482 0.14
H -7.302383 -22.670327 8.298523 -0.129 0.021 0.248 0.37
```
Positions in Å, forces in eV/Å.


Number 1: orbital gap 9.56 eV, largest force on an atom 2.442 eV/Å. Number 2: orbital gap 8.17 eV, largest force on an atom 0.964 eV/Å. Number 3: orbital gap 9.86 eV, largest force on an atom 7.502 eV/Å. Number 4: orbital gap 10.53 eV, largest force on an atom 2.125 eV/Å. Number 5: orbital gap 2.76 eV, largest force on an atom 3.342 eV/Å.